An isolated molecule of CH5N3O2 at a distorted geometry, computed with ωB97M-V/def2-TZVPD.

## Properties
- Charge: 0
- Frontier orbital gap: 9.659 eV
- E_HOMO: -9.4465 eV
- Electronic energy: -9677.771 eV
- Spin multiplicity: 1
- Energy relative to the best compared isomer or geometry (same formula, charge and spin): 108.4 kcal per mole

Element x y z (Å)
O1 1.608 -0.524 -0.718
O2 -0.780 -0.554 -1.688
N1 1.002 0.678 -0.194
N2 -1.062 -0.425 -0.211
N3 -0.538 0.808 1.638
C1 -0.149 0.401 0.506
H1 -0.015 -1.382 -1.561
H2 2.161 -0.839 0.191
H3 -1.613 0.833 1.494
H4 1.489 1.121 0.522
H5 -2.101 -0.118 0.022

Charges per atom according to Löwdin partitioning, unit e:
1 O -0.105
2 O -0.142
3 N 0.009
4 N -0.034
5 N 0.111
6 C -0.577
7 H 0.185
8 H 0.210
9 H 0.079
10 H 0.097
11 H 0.167

A cluster of 2 separate species, CH5N3O2 in total at a distorted geometry, computed with ωB97M-V/def2-TZVPD.

## Properties
- Charge: 0
- Frontier orbital gap: 10.716 eV
- E_HOMO: -10.0185 eV
- Electronic energy: -9678.454 eV
- Spin multiplicity: 1
- Energy relative to the best compared isomer or geometry (same formula, charge and spin): 92.6 kcal per mole

Element x y z (Å)
O1 2.288 2.451 -0.879
O2 0.514 0.778 0.417
N1 1.645 1.340 -1.455
N2 -0.734 -1.378 0.162
N3 0.806 0.682 -0.902
C1 -1.879 -1.406 0.646
H1 -0.432 -1.915 -0.620
H2 -1.968 -1.013 1.680
H3 -2.817 -1.887 0.317
H4 2.485 2.405 0.116
H5 0.093 -0.058 0.518

Charges per atom according to Löwdin partitioning, unit e:
1 O -0.077
2 O -0.030
3 N -0.060
4 N 0.028
5 N -0.094
6 C -0.074
7 H 0.073
8 H 0.085
9 H 0.081
10 H 0.117
11 H -0.049

An isolated molecule of CH5N3O2 at a distorted geometry, computed with ωB97M-V/def2-TZVPD.

## Properties
- Charge: 0
- Frontier orbital gap: 9.627 eV
- E_HOMO: -9.1311 eV
- Electronic energy: -9678.155 eV
- Spin multiplicity: 1
- Energy relative to the best compared isomer or geometry (same formula, charge and spin): 99.5 kcal per mole

Element x y z (Å)
O1 -0.699 -0.631 1.781
O2 0.039 -1.524 -0.708
N1 0.263 0.129 1.140
N2 -0.141 -0.259 -1.056
N3 0.288 1.957 -0.259
C1 0.103 0.721 -0.118
H1 0.756 2.316 -1.187
H2 0.723 0.843 1.841
H3 -0.853 -1.869 -0.648
H4 -0.202 -1.584 1.291
H5 -0.278 -0.097 -2.078

Charges per atom according to Löwdin partitioning, unit e:
1 O -0.111
2 O -0.038
3 N -0.117
4 N -0.051
5 N 0.091
6 C -0.549
7 H 0.091
8 H 0.181
9 H 0.110
10 H 0.222
11 H 0.172

An isolated molecule of CH5N3O2S at a distorted geometry, computed with ωB97M-V/def2-TZVPD.

## Properties
- Charge: 0
- Frontier orbital gap: 8.758 eV
- E_HOMO: -8.5746 eV
- Electronic energy: -20513.153 eV
- Spin multiplicity: 1
- Energy relative to the best compared isomer or geometry (same formula, charge and spin): 121.1 kcal per mole

Element x y z (Å)
S1 2.505 -0.205 -0.058
O1 -1.003 2.041 0.073
O2 -1.645 -1.975 -0.134
N1 0.042 1.161 -0.533
N2 0.944 -0.954 -0.027
N3 -1.400 -0.599 0.090
C1 -0.101 -0.128 -0.011
H1 1.058 1.603 -0.444
H2 -0.703 -2.242 -0.086
H3 -1.009 2.229 1.152
H4 3.276 -1.073 0.547
H5 -1.965 0.141 -0.570

Charges per atom according to Löwdin partitioning, unit e:
1 S 0.722
2 O -0.153
3 O -0.026
4 N -0.019
5 N -0.332
6 N -0.044
7 C -0.550
8 H 0.111
9 H 0.072
10 H 0.189
11 H -0.178
12 H 0.208

A cluster of 2 separate species, CH5N3O2S in total at a distorted geometry, computed with ωB97M-V/def2-TZVPD.

## Properties
- Charge: 0
- Frontier orbital gap (spin up / spin down): 8.231 / 5.376 eV
- E_HOMO (spin up / spin down): -7.5776 / -9.6480 eV
- Expectation value of S²: 2.011
- Electronic energy: -20514.230 eV
- Spin multiplicity: 3
- Energy relative to the best compared isomer or geometry (same formula, charge and spin): 19.8 kcal per mole

Element x y z (Å)
S1 2.242 0.098 0.999
O1 1.633 1.397 1.232
O2 2.882 -0.063 -0.272
N1 0.324 -0.762 -0.133
N2 -1.016 1.090 -0.487
N3 -2.073 -0.858 0.126
C1 -0.991 -0.252 -0.170
H1 -0.197 1.565 -0.028
H2 -2.175 -1.819 0.125
H3 0.293 -1.710 -0.310
H4 -1.932 1.689 -0.373
H5 1.009 -0.377 -0.710

Charges per atom according to Löwdin partitioning, unit e:
1 S 0.803
2 O -0.425
3 O -0.440
4 N 0.074
5 N 0.087
6 N 0.135
7 C -0.583
8 H 0.077
9 H 0.006
10 H 0.088
11 H 0.158
12 H 0.021

A cluster of 2 separate species, CH5N3O3P in total at a distorted geometry, computed with ωB97M-V/def2-TZVPD.

## Properties
- Charge: -1
- Frontier orbital gap (spin up / spin down): 7.392 / 7.394 eV
- E_HOMO (spin up / spin down): -3.1967 / -3.1986 eV
- Electronic energy: -21020.536 eV
- Spin multiplicity: 1
- Energy relative to the best compared isomer or geometry (same formula, charge and spin): 83.1 kcal per mole

Element x y z (Å)
P1 -1.322 -0.224 -0.152
O1 -2.294 -1.023 0.640
O2 -1.514 1.371 0.267
O3 -1.251 -0.366 -1.609
N1 0.981 -1.551 -0.330
N2 1.220 1.400 0.101
N3 1.928 2.169 0.563
C1 0.504 -0.467 0.409
H1 1.980 -1.548 -0.384
H2 0.547 -0.843 1.429
H3 0.521 -1.760 -1.183
H4 -2.099 1.282 1.077
H5 0.799 1.560 -0.827

Charges per atom according to Löwdin partitioning, unit e:
1 P 0.198
2 O -0.380
3 O -0.245
4 O -0.361
5 N -0.030
6 N -0.184
7 N -0.031
8 C -0.274
9 H 0.057
10 H 0.068
11 H 0.039
12 H 0.072
13 H 0.072